Entry from OMol25: C15H19Br37ClO4P as an isolated structure at a distorted geometry (wB97M-V/def2-TZVPD).

```
77
Properties=species:S:1:pos:R:3:forces:R:3
C 0.0089 -4.9719 -0.9942 0.033 -0.099 0.092
C 0.8365 -4.0527 -0.1060 0.027 -0.153 -0.176
C 1.2946 -2.7610 -0.7392 0.363 0.076 0.203
Br -0.1197 -1.8469 -1.7013 -0.177 0.006 -0.076
O 2.4545 -3.0138 -1.5399 -0.217 -0.033 -0.003
P 2.7220 -2.6222 -3.0497 -0.417 -0.031 -0.595
O 1.9034 -3.2469 -4.0926 0.625 0.515 0.631
O 2.7888 -1.0318 -3.0809 -0.029 -0.288 -0.196
O 4.2590 -3.0863 -3.2335 0.039 -0.302 0.066
Cl 5.3592 -2.8217 -1.9855 -0.159 0.088 -0.104
H -0.9939 -4.5800 -1.1601 0.059 0.042 -0.071
H -0.0955 -5.9444 -0.5089 0.018 0.030 -0.021
H 0.4977 -5.1279 -1.9576 -0.059 0.039 -0.017
H 1.7649 -4.5674 0.1625 -0.063 0.076 0.220
H 0.3057 -3.7940 0.8123 -0.031 -0.060 -0.027
H 1.6030 -2.0430 0.0207 0.000 -0.047 -0.035
H 2.7286 -0.5998 -2.2242 -0.060 0.042 0.143
C 6.2986 -5.8809 0.8716 -0.012 0.007 -0.060
Br 4.4955 -5.9428 1.5345 -0.125 -0.004 -0.087
Br 6.4187 -6.6259 -0.8924 0.016 -0.015 -0.045
Br 7.0063 -4.0961 0.9342 0.054 0.040 0.042
H 6.9076 -6.4880 1.5248 -0.014 -0.022 0.026
C 0.3613 1.2106 1.1780 -0.110 0.038 0.073
Br -1.2698 1.0965 0.1800 -0.028 0.137 -0.026
Br 0.4508 -0.1565 2.5230 0.057 -0.050 -0.009
Br 1.9133 1.1774 0.0386 0.131 -0.059 -0.093
H 0.3725 2.1701 1.6765 0.060 -0.002 0.024
C 2.9071 4.8930 1.8196 0.030 -0.033 -0.010
Br 1.3167 4.8151 0.7497 -0.208 0.141 -0.040
Br 2.9671 3.4559 3.0934 0.015 -0.025 0.029
Br 4.4656 4.9359 0.6974 0.118 -0.025 0.013
H 2.8830 5.8195 2.3740 -0.010 0.004 0.032
C -5.2131 0.4323 -1.1222 0.005 -0.024 0.046
Br -6.8651 0.2770 -2.0846 0.001 0.025 -0.005
Br -5.0381 -0.9148 0.2369 0.004 -0.031 0.039
Br -3.7040 0.4155 -2.3130 0.027 0.013 -0.082
H -5.2168 1.3907 -0.6245 -0.004 0.019 0.008
C -9.2381 2.5252 -5.3571 0.016 0.007 0.015
Br -8.0267 3.5793 -4.3049 0.033 0.026 0.024
Br -9.1423 0.6626 -4.8932 -0.038 -0.071 -0.031
Br -11.0365 3.1864 -5.2337 -0.098 0.036 0.011
H -8.9298 2.6131 -6.3882 0.003 -0.001 -0.021
C 2.8313 7.4301 -1.6927 -0.009 -0.035 0.059
Br 1.2432 8.5096 -1.6388 -0.036 0.026 0.006
Br 2.6304 5.9329 -2.8733 -0.007 -0.060 -0.076
Br 4.3871 8.4691 -2.1225 0.041 0.026 -0.002
H 2.9798 7.0286 -0.7005 0.001 0.003 0.003
C 0.1680 -4.4886 4.0158 0.004 -0.034 -0.013
Br -1.4581 -3.4822 3.8396 -0.036 0.014 -0.019
Br 0.1186 -6.1090 2.9837 0.002 -0.074 -0.004
Br 1.6999 -3.4279 3.5595 0.143 0.072 0.035
H 0.2736 -4.7701 5.0534 0.001 -0.001 0.020
C 4.0191 -5.1433 6.6731 -0.027 -0.013 -0.036
Br 2.2005 -5.2754 7.2953 -0.051 -0.010 0.026
Br 4.2408 -5.9886 4.9648 0.037 -0.015 0.103
Br 4.6122 -3.3176 6.6290 0.014 0.052 0.009
H 4.6346 -5.6672 7.3890 0.006 -0.014 0.015
C -14.4036 3.5612 -2.6271 0.071 -0.033 0.014
Br -12.9946 4.4850 -1.6991 0.074 0.023 -0.008
Br -16.0450 3.6243 -1.6337 -0.082 -0.008 0.026
Br -14.6264 4.2292 -4.4123 0.002 0.021 -0.062
H -14.1089 2.5249 -2.7037 0.004 -0.022 -0.002
C 10.5023 -1.4232 0.9276 -0.046 0.042 -0.021
Br 11.7543 -0.2893 0.0113 0.092 0.060 -0.023
Br 8.6939 -0.9879 0.4331 -0.027 0.046 0.013
Br 10.8951 -3.2760 0.6394 0.016 -0.061 -0.010
H 10.6057 -1.2275 1.9844 -0.015 0.014 0.019
C 11.0858 3.7867 -0.8938 -0.008 -0.053 -0.001
Br 12.5866 4.6249 -0.0382 0.049 0.013 0.020
Br 9.5492 3.7526 0.2575 -0.066 -0.022 0.053
Br 10.6831 4.6040 -2.5828 -0.005 0.020 -0.046
H 11.3572 2.7591 -1.0872 -0.001 -0.017 -0.009
C -14.4973 4.2356 1.7198 -0.034 0.015 -0.028
Br -13.0929 5.3141 2.4611 0.037 0.022 0.006
Br -14.2412 2.3722 2.1037 0.011 -0.046 -0.007
Br -16.2320 4.8429 2.2779 -0.034 0.006 0.019
H -14.4536 4.3475 0.6461 0.002 0.010 0.018
```
Positions in Å, forces in eV/Å.

Properties
**Molecular weight**: 3286.19 g mol⁻¹
**LUMO energy**: -0.0142 hartree
**2S+1**: 1

These are the Mulliken partial charges, in e, on atoms 1 to 5: atom 1 (C): -1.264, atom 2 (C): 0.373, atom 3 (C): -0.024, atom 4 (Br): -0.009, atom 5 (O): 0.114

---

Entry from OMol25: a 3-piece molecular cluster, C15H19Br3F5NO11S2 overall at a distorted geometry (wB97M-V/def2-TZVPD).

```
56
Properties=species:S:1:pos:R:3:forces:R:3
N 6.3450 -1.3639 -1.1336 0.007 0.007 -0.181
C 5.7915 -0.9334 -2.4174 -0.029 -0.104 0.370
C 4.9832 0.3875 -2.3795 0.131 -0.158 0.074
O 5.4382 1.3107 -3.3634 -0.264 0.062 -0.097
C 3.4782 0.1250 -2.5071 0.575 0.033 0.476
C 2.4332 1.0678 -1.9092 -1.273 -0.239 -0.805
C 1.0726 0.6901 -2.5970 0.268 -0.049 -0.144
C 0.6462 -0.7921 -2.4602 0.042 0.132 -0.139
C -0.6441 -1.1654 -1.7361 0.077 -0.254 -0.164
F -0.8844 -2.4726 -2.0847 0.047 0.041 -0.196
Br -0.5056 -1.1690 0.1805 -0.030 0.021 0.088
C -1.8639 -0.3216 -2.2099 -0.196 -0.363 0.702
F -2.0074 0.7571 -1.4496 0.130 0.566 0.163
F -1.6556 0.0994 -3.4587 -0.003 -0.012 -0.580
Br -3.5222 -1.3068 -2.1212 -0.055 -0.054 -0.195
O 2.2279 0.8737 -0.4830 0.527 0.075 -0.014
S 1.5219 2.1403 0.1838 -0.260 0.191 -0.006
O 0.1465 1.9166 0.4289 -0.020 -0.049 -0.058
O 2.3556 2.6301 1.2148 0.024 -0.018 -0.020
O 1.5727 3.0735 -1.1489 0.116 -0.101 0.220
C 2.5980 2.6103 -2.0027 0.771 0.141 0.306
S 2.4047 3.3871 -3.6081 -0.434 0.125 -0.084
Br 4.2918 3.3095 -1.1938 -0.136 -0.112 -0.141
H 7.1542 -0.8090 -0.8860 -0.101 0.054 0.088
H 5.6650 -1.2921 -0.3862 0.046 -0.020 0.008
H 5.1641 -1.7574 -2.7749 0.073 0.101 -0.235
H 6.6285 -0.7997 -3.1035 -0.108 -0.053 -0.059
H 5.1935 0.8510 -1.4156 0.042 0.048 -0.122
H 5.1681 0.9979 -4.2369 0.156 -0.053 0.121
H 3.2992 -0.8648 -2.0826 -0.147 0.119 0.047
H 3.2541 0.0338 -3.5765 -0.052 -0.033 0.069
H 1.2282 0.8556 -3.6634 -0.134 0.134 0.075
H 0.2855 1.3820 -2.3018 0.049 -0.063 0.159
H 1.4194 -1.4218 -2.0242 -0.061 0.054 0.056
H 0.4732 -1.1663 -3.4727 0.083 -0.084 0.097
H 2.9068 2.3693 -4.3124 0.127 -0.077 0.065
C -5.7420 -1.1205 1.9761 -0.048 -0.031 -0.219
C -5.1104 -2.2714 1.2238 0.039 0.023 0.178
O -5.3470 -3.3660 2.0851 -0.190 -0.053 -0.172
C -6.4671 -3.0873 2.8196 0.039 0.004 0.098
O -7.0655 -3.8860 3.4559 0.049 0.030 0.013
O -6.7873 -1.7818 2.6979 0.016 0.024 -0.020
F -3.7731 -2.1071 1.0717 0.041 -0.048 0.103
H -5.0409 -0.6709 2.6730 0.005 -0.132 -0.118
H -6.1522 -0.3466 1.3337 -0.155 -0.058 0.036
H -5.5524 -2.4824 0.2477 0.125 0.013 -0.061
C -1.9395 1.4148 5.1679 0.088 0.016 -0.009
C -2.3241 0.1347 5.8841 -0.063 0.091 0.011
O -3.7355 0.1299 5.7533 0.061 -0.187 -0.149
C -4.0548 0.8342 4.6369 -0.083 0.174 0.015
O -5.1168 0.8215 4.1058 0.119 0.160 0.277
O -2.9867 1.5353 4.2011 0.033 0.008 0.012
F -1.9959 0.1556 7.1948 -0.049 0.054 0.039
H -1.9758 2.2635 5.8521 0.006 -0.045 0.069
H -0.9724 1.3752 4.6761 -0.070 -0.029 -0.133
H -1.9244 -0.7768 5.4365 0.052 -0.025 0.085
```
Positions in Å, forces in eV/Å.

Properties
**Molecular weight**: 788.15 g mol⁻¹
**LUMO energy**: -0.0072 hartree
**2S+1**: 1
**Relative energy (zero: lowest compared OMol25 entry of this formula, charge and spin)**: 0.000 eV
**SMILES**: NC[C@@H](O)C[C@@]1(CC[C@@](F)(Br)C(F)(F)Br)OS(=O)(=O)O[C@@]1(S)Br.O=C1OC[C@@H](F)O1.O=C1OC[C@@H](F)O1

These are the Mulliken partial charges, in e, on atoms 1 to 5: atom 1 (N): -0.608, atom 2 (C): -1.206, atom 3 (C): -0.398, atom 4 (O): -0.537, atom 5 (C): -0.879

---

LUMO energy of number 1 (C15H19Br37ClO4P)? -0.0142 hartree